{
  "formula": "C3H4O3",
  "method": "the ωB97M-V functional and the def2-TZVPD basis",
  "e_tot_ha": -342.27227,
  "relative_energy_kcal_mol": 115.3,
  "orbital_gap_ev": [6.86, 6.86],
  "largest_force_ev_per_a": 0.4,
  "symbols": ["O", "C", "C", "O", "C", "O", "H", "H", "H", "H"],
  "positions_angstrom": [[-0.35069, 1.46566, -1.25416], [-0.08973, 0.24059, -0.95601], [0.53667, -0.46177, 1.30468], [0.13143, -1.57456, 0.53599], [-0.59486, -0.32684, 0.29367], [-1.83794, -0.15251, 0.45958], [-0.02849, 1.70479, -2.13795], [0.43630, -0.36288, -1.70362], [0.18314, -0.44083, 2.33712], [1.56633, -0.12332, 1.15572]],
  "forces_ev_per_angstrom": [[0.1, -0.3, 0.0], [-0.1, 0.2, -0.1], [0.2, 0.1, 0.2], [0.0, -0.2, 0.0], [-0.1, 0.2, -0.3], [0.0, 0.0, 0.1], [0.0, 0.0, 0.1], [0.0, 0.1, 0.1], [0.0, 0.0, -0.2], [-0.2, -0.1, 0.0]]
}

---

{
  "formula": "C63H57BiCl2GeN11O4S2",
  "method": "the ωB97M-V functional and the def2-TZVPD basis",
  "e_tot_ha": -7346.45429,
  "relative_energy_kcal_mol": 2.7,
  "orbital_gap_ev": 5.72,
  "largest_force_ev_per_a": 0.6,
  "charge": -1,
  "symbols": ["Bi", "O", "N", "O", "C", "C", "C", "C", "C", "C", "N", "C", "C", "N", "C", "C", "C", "C", "H", "H", "H", "H", "H", "H", "H", "Cl", "C", "C", "C", "Cl", "C", "C", "C", "C", "N", "C", "C", "O", "H", "H", "H", "H", "C", "S", "O", "C", "C", "C", "C", "C", "C", "H", "H", "H", "H", "H", "H", "H", "H", "C", "C", "N", "C", "S", "N", "C", "C", "H", "H", "H", "H", "H", "H", "H", "H", "H", "H", "H", "H", "C", "C", "N", "C", "C", "N", "C", "N", "N", "N", "C", "C", "C", "C", "C", "C", "H", "H", "H", "H", "H", "H", "H", "H", "H", "H", "H", "C", "Ge", "C", "C", "C", "C", "C", "C", "C", "C", "C", "C", "C", "C", "C", "C", "C", "C", "C", "C", "H", "H", "H", "H", "H", "H", "H", "H", "H", "H", "H", "H", "H", "H", "H"],
  "positions_angstrom": [[0.01046, -0.42212, 0.08446], [1.33088, -6.78382, -4.08787], [0.43529, -6.24613, -3.45101], [-0.67217, -6.74727, -3.31926], [0.70739, -4.97038, -2.80684], [2.01906, -4.53800, -2.82891], [2.37821, -3.35689, -2.19128], [3.69745, -2.74624, -2.26326], [3.87382, -1.48251, -1.86650], [2.72849, -0.66641, -1.31674], [1.73077, -1.55088, -0.72708], [1.42686, -2.67420, -1.42590], [0.08135, -3.12169, -1.41854], [-0.80540, -2.33417, -0.72493], [-2.10420, -2.77045, -0.54198], [-2.60429, -3.62116, -1.61478], [-1.75670, -4.36685, -2.34272], [-0.32061, -4.22353, -2.17213], [2.75577, -5.12769, -3.35485], [4.52515, -3.32170, -2.66394], [4.85999, -1.03490, -1.91251], [3.10215, -0.00154, -0.52583], [-3.86348, -2.75174, 0.61872], [-3.67608, -3.72428, -1.73316], [-2.13591, -5.07181, -3.06399], [-4.18912, 1.38605, 1.24422], [-3.44736, 2.18946, -0.11492], [-3.80157, 3.52606, -0.34626], [-3.30951, 4.19674, -1.42395], [-3.71295, 5.88467, -1.64351], [-2.51271, 3.52555, -2.38412], [-2.04300, 4.12296, -3.57528], [-1.37195, 3.36040, -4.48457], [-1.19603, 1.98812, -4.21518], [-1.57563, 1.41146, -3.10743], [-2.19172, 2.16347, -2.16357], [-2.54899, 1.48455, -0.91902], [-2.10169, 0.31424, -0.64308], [-4.46221, 4.02158, 0.35222], [-2.23339, 5.17236, -3.75407], [-0.99663, 3.78731, -5.40568], [-0.72792, 1.34803, -4.95977], [2.16069, 1.42946, 4.74854], [2.88811, 0.35528, 3.50863], [1.75103, -0.22433, 2.73982], [3.40377, -0.91631, 4.66673], [4.64998, -0.82761, 5.26892], [5.04911, -1.81194, 6.16121], [4.20697, -2.88304, 6.43209], [2.96273, -2.96298, 5.82178], [2.55205, -1.97494, 4.93790], [1.45705, 0.84632, 5.34079], [1.65312, 2.22336, 4.20600], [2.96174, 1.83523, 5.36962], [5.30670, 0.00396, 5.04060], [6.02089, -1.75093, 6.63449], [4.52451, -3.66065, 7.11490], [2.30627, -3.79920, 6.02627], [1.58175, -2.01505, 4.45975], [6.74812, 2.75024, 4.15217], [6.46989, 3.33658, 2.77362], [5.14552, 3.03304, 2.27268], [4.00784, 3.74725, 2.45149], [2.59009, 3.22606, 1.73333], [4.11336, 4.86019, 3.21235], [3.01640, 5.76994, 3.49813], [2.50692, 5.62049, 4.92261], [7.75301, 3.00736, 4.49119], [6.66852, 1.66343, 4.12181], [6.03216, 3.11790, 4.89032], [7.18768, 2.95377, 2.04733], [6.61460, 4.41968, 2.77525], [4.99571, 2.17204, 1.77188], [4.98539, 5.03847, 3.68029], [2.22645, 5.54272, 2.78665], [3.35674, 6.79020, 3.30678], [2.16582, 4.59848, 5.09233], [1.66852, 6.29445, 5.10357], [3.28457, 5.85055, 5.65482], [1.41092, -0.45478, -3.52552], [1.93763, 0.29004, -2.29837], [0.83148, 0.84423, -1.50103], [1.12318, 2.17711, -1.24496], [2.21936, 2.58474, -1.88616], [2.68175, 1.50714, -2.69645], [4.05825, 1.40807, -3.03014], [4.43974, 2.52952, -3.89058], [5.69251, 3.00476, -3.83071], [5.84753, 3.94389, -4.69413], [4.65404, 4.10746, -5.35609], [4.29928, 5.00381, -6.37372], [3.01163, 4.94108, -6.84251], [2.08227, 4.01359, -6.31390], [2.40905, 3.13368, -5.31242], [3.73087, 3.19763, -4.84242], [0.47757, -0.96656, -3.28880], [2.12632, -1.18385, -3.91115], [1.19360, 0.27012, -4.30950], [0.48536, 2.77705, -0.61077], [2.65698, 3.56708, -1.95240], [4.22565, 0.47272, -3.56684], [4.75979, 1.46122, -2.18457], [5.02080, 5.71024, -6.76167], [2.68952, 5.61549, -7.62544], [1.07523, 4.00298, -6.71212], [1.69426, 2.44539, -4.88679], [-2.79632, -2.56271, 0.60619], [-1.88393, -2.60523, 2.29241], [-0.33596, -3.75030, 1.94308], [0.98697, -3.34564, 2.08240], [2.03429, -4.16187, 1.66499], [1.76756, -5.40212, 1.10765], [0.45022, -5.82776, 0.97415], [-0.58905, -5.00872, 1.38757], [-3.11200, -3.66418, 3.41897], [-2.73329, -4.81930, 4.09761], [-3.63676, -5.51306, 4.89581], [-4.93994, -5.05824, 5.02933], [-5.33575, -3.90703, 4.35962], [-4.42835, -3.22181, 3.56413], [-1.49736, -1.10992, 3.50629], [-1.22477, -1.44454, 4.83496], [-1.09728, -0.46810, 5.81283], [-1.26715, 0.87038, 5.48148], [-1.53264, 1.22240, 4.16674], [-1.63617, 0.23830, 3.19162], [1.21309, -2.35631, 2.46246], [3.05493, -3.80851, 1.75612], [2.57881, -6.02776, 0.75542], [0.23190, -6.78685, 0.51944], [-1.61233, -5.34315, 1.25123], [-1.71979, -5.19473, 3.99881], [-3.31924, -6.41150, 5.41202], [-5.64513, -5.59815, 5.64949], [-6.35118, -3.54250, 4.45945], [-4.75760, -2.32292, 3.05102], [-1.12499, -2.48699, 5.12219], [-0.88774, -0.75385, 6.83725], [-1.19847, 1.63437, 6.24751], [-1.67492, 2.26094, 3.89231], [-1.86112, 0.53920, 2.17755]],
  "forces_ev_per_angstrom": [[-0.2, 0.1, 0.0], [0.0, 0.0, 0.0], [0.0, 0.1, 0.0], [0.0, 0.0, 0.0], [-0.1, -0.2, -0.1], [0.0, 0.1, 0.1], [0.0, -0.1, 0.0], [0.0, 0.0, 0.0], [0.0, 0.0, 0.0], [0.1, -0.1, 0.1], [-0.1, 0.0, -0.1], [0.1, 0.1, 0.0], [-0.1, 0.0, 0.0], [0.1, -0.1, 0.2], [-0.1, -0.2, 0.0], [0.0, 0.1, 0.0], [0.0, 0.0, 0.0], [0.0, 0.1, 0.0], [0.0, 0.0, 0.0], [0.0, 0.0, 0.0], [0.0, 0.0, 0.0], [0.0, 0.0, 0.0], [0.0, -0.1, -0.1], [0.0, 0.0, 0.0], [0.0, 0.0, 0.0], [0.0, 0.0, 0.0], [0.0, 0.0, 0.0], [0.0, 0.0, 0.0], [0.0, 0.0, 0.0], [0.0, 0.0, 0.0], [0.0, 0.1, 0.0], [0.0, 0.0, 0.0], [0.0, 0.0, 0.0], [0.0, 0.0, 0.0], [0.0, 0.0, 0.0], [0.0, -0.1, 0.0], [0.1, 0.1, -0.2], [0.0, -0.1, 0.1], [0.0, 0.0, 0.0], [0.0, 0.0, 0.0], [0.0, 0.0, 0.0], [0.0, 0.0, 0.0], [0.0, 0.0, 0.1], [0.0, -0.1, -0.1], [0.0, 0.1, 0.0], [0.0, 0.0, 0.1], [0.0, 0.0, 0.0], [0.0, 0.0, 0.0], [0.0, 0.0, 0.0], [0.0, 0.0, 0.0], [0.0, 0.0, 0.0], [0.0, 0.0, 0.0], [0.0, 0.0, 0.0], [0.0, 0.0, 0.0], [0.0, 0.0, 0.0], [0.0, 0.0, 0.0], [0.0, 0.0, 0.0], [0.0, 0.0, 0.0], [0.0, 0.0, 0.0], [0.0, 0.0, 0.1], [0.0, 0.0, 0.0], [-0.1, 0.0, 0.0], [0.0, 0.0, 0.1], [0.0, 0.1, 0.0], [0.0, 0.0, 0.0], [0.0, 0.0, 0.0], [0.0, 0.0, 0.0], [0.0, 0.0, 0.0], [0.0, 0.0, 0.0], [0.0, 0.0, 0.0], [0.0, 0.0, 0.0], [0.0, 0.0, 0.0], [0.0, 0.0, 0.0], [0.0, 0.0, 0.0], [0.0, 0.0, 0.0], [0.0, 0.0, 0.0], [0.0, 0.0, 0.0], [0.0, 0.0, 0.0], [0.0, 0.0, 0.0], [0.0, 0.0, -0.1], [-0.1, 0.1, 0.1], [0.0, 0.0, -0.1], [0.1, 0.0, 0.0], [0.0, 0.0, 0.0], [0.0, -0.1, 0.0], [0.0, 0.0, 0.0], [0.0, 0.0, 0.1], [0.0, 0.0, 0.0], [0.0, 0.0, 0.0], [0.0, 0.1, 0.0], [0.0, 0.0, 0.0], [0.0, 0.0, 0.0], [0.0, 0.0, 0.0], [0.0, 0.0, 0.0], [0.0, -0.1, 0.0], [0.0, 0.0, 0.0], [0.0, 0.0, 0.0], [0.0, 0.0, 0.0], [0.0, 0.0, 0.0], [0.0, 0.0, 0.0], [0.0, 0.0, 0.0], [0.0, 0.0, 0.0], [0.0, 0.0, 0.0], [0.0, 0.0, 0.0], [0.0, 0.0, 0.0], [0.0, 0.0, 0.0], [0.1, 0.5, 0.0], [-0.2, -0.5, 0.1], [0.1, 0.0, 0.1], [0.0, 0.0, 0.0], [0.0, 0.0, 0.0], [0.0, 0.0, 0.0], [0.0, 0.0, 0.0], [0.0, 0.0, 0.0], [-0.1, 0.1, 0.0], [0.0, 0.0, 0.0], [0.0, 0.0, 0.0], [0.0, 0.0, 0.0], [0.0, 0.0, 0.0], [0.0, 0.0, 0.0], [0.0, 0.1, 0.0], [0.1, 0.0, 0.0], [0.0, 0.0, 0.0], [0.0, 0.0, 0.0], [0.0, 0.0, 0.0], [0.0, 0.0, 0.0], [0.0, 0.0, 0.0], [0.0, 0.0, 0.0], [0.0, 0.0, 0.0], [0.0, 0.0, 0.0], [0.0, 0.0, 0.0], [0.0, 0.0, 0.0], [0.0, 0.0, 0.0], [0.0, 0.0, 0.0], [0.0, 0.0, 0.0], [0.0, 0.0, 0.0], [0.0, 0.0, 0.0], [0.0, 0.0, 0.0], [0.0, 0.0, 0.0], [0.0, 0.0, 0.0], [-0.1, -0.1, 0.0]]
}

---

{
  "formula": "C27H40FI2O22P",
  "method": "the ωB97M-V functional and the def2-TZVPD basis",
  "e_tot_ha": -3744.62325,
  "orbital_gap_ev": 8.25,
  "largest_force_ev_per_a": 4.8,
  "symbols": ["C", "C", "C", "O", "P", "F", "C", "I", "C", "C", "I", "H", "H", "H", "H", "H", "H", "H", "H", "H", "H", "H", "H", "C", "C", "O", "C", "O", "O", "H", "H", "H", "H", "C", "C", "O", "C", "O", "O", "H", "H", "H", "H", "C", "C", "O", "C", "O", "O", "H", "H", "H", "H", "C", "C", "O", "C", "O", "O", "H", "H", "H", "H", "C", "C", "O", "C", "O", "O", "H", "H", "H", "H", "C", "C", "O", "C", "O", "O", "H", "H", "H", "H", "C", "C", "O", "C", "O", "O", "H", "H", "H", "H"],
  "positions_angstrom": [[1.39791, 0.76838, 1.87180], [1.60544, 2.30847, 1.35144], [0.53996, 3.39775, 1.96629], [-0.73587, 2.82945, 2.42682], [-1.89537, 2.66202, 1.13933], [-3.13834, 2.42880, -0.08767], [-2.80045, 1.35270, 2.24902], [-3.60894, 2.09752, 4.14750], [-2.95366, -0.08755, 1.90735], [-2.35737, -0.66355, 0.49284], [-4.01521, -1.35833, 3.40260], [1.01476, 0.09252, 0.97397], [2.45116, 0.37926, 2.26751], [0.63777, 0.63412, 2.75131], [1.41329, 2.29060, 0.17409], [2.71311, 2.71949, 1.48474], [0.39789, 4.33709, 1.24123], [1.06560, 3.85481, 2.93791], [-2.28814, 4.05455, 1.22243], [-0.92153, 2.22235, 0.17267], [-1.17490, -0.72340, 0.57784], [-2.65880, -0.07570, -0.46366], [-2.74819, -1.77538, 0.32794], [5.73162, 4.67760, 1.69202], [6.82822, 3.79649, 1.18794], [6.60506, 2.57683, 1.86965], [5.28584, 2.55362, 2.22007], [4.71032, 1.57776, 2.67191], [4.69496, 3.76399, 1.99800], [5.40134, 5.40174, 0.94223], [6.01171, 5.21315, 2.60516], [6.75827, 3.61710, 0.10987], [7.82050, 4.19385, 1.41848], [-6.12016, 4.00836, -0.92199], [-5.32190, 4.43605, 0.26664], [-5.53450, 5.83410, 0.31549], [-6.71185, 6.07933, -0.33054], [-7.28561, 7.15566, -0.33170], [-7.16346, 4.96323, -0.97384], [-6.52419, 2.99840, -0.81077], [-5.54573, 4.06157, -1.85274], [-5.68684, 3.99000, 1.19786], [-4.25791, 4.20905, 0.15691], [-8.44993, 1.07042, 5.46932], [-9.17170, 1.97998, 4.52872], [-8.23220, 2.18722, 3.49118], [-7.37852, 1.12207, 3.51017], [-6.54887, 0.88890, 2.64704], [-7.57511, 0.35191, 4.61998], [-9.12729, 0.39027, 5.99296], [-7.85499, 1.61857, 6.20734], [-10.06949, 1.51701, 4.10571], [-9.44803, 2.92865, 4.99704], [-1.04476, -6.08987, 1.02932], [-2.24205, -5.28340, 0.64319], [-1.70638, -3.99342, 0.41705], [-0.38391, -4.15903, 0.12157], [0.34539, -3.27348, -0.29270], [0.01531, -5.44446, 0.34913], [-1.12745, -7.13422, 0.71606], [-0.84681, -6.05560, 2.10576], [-2.70626, -5.64084, -0.28203], [-2.99799, -5.25659, 1.43280], [7.61159, 1.39183, -2.78930], [8.82543, 1.68999, -3.60826], [8.51687, 2.93473, -4.20620], [7.58511, 3.53704, -3.41077], [7.21860, 4.69383, -3.53400], [7.11813, 2.67660, -2.45943], [7.84827, 0.82367, -1.88552], [6.84541, 0.85408, -3.35752], [9.72544, 1.80551, -2.99513], [9.01023, 0.92847, -4.37088], [4.76886, -1.94499, -3.47488], [5.33715, -3.32487, -3.39782], [6.67998, -3.14711, -3.80689], [6.99808, -1.84119, -3.56804], [8.12541, -1.38186, -3.64435], [5.89072, -1.11714, -3.23188], [3.99060, -1.77274, -2.72636], [4.36664, -1.71308, -4.46661], [5.32791, -3.72452, -2.37826], [4.81974, -4.02552, -4.05890], [-1.96300, -8.67470, -3.59707], [-1.64580, -7.23554, -3.84443], [-2.62494, -6.55145, -3.08587], [-3.03423, -7.40606, -2.10313], [-3.74676, -7.08726, -1.16592], [-2.54152, -8.66294, -2.30551], [-1.07113, -9.30702, -3.61660], [-2.69534, -9.06991, -4.30881], [-0.65339, -6.95661, -3.47481], [-1.71880, -6.96923, -4.90245]],
  "forces_ev_per_angstrom": [[0.7, -0.3, 0.2], [-0.7, 0.2, -1.4], [1.6, 0.9, 1.3], [0.8, 0.6, -2.3], [-0.7, -1.4, 1.6], [1.2, 0.2, 0.8], [-0.7, -4.3, -0.9], [0.9, -0.1, -1.5], [0.8, 4.8, -0.1], [0.0, -1.4, 0.6], [1.2, 0.7, -1.7], [1.0, 1.4, 1.9], [-2.4, 0.7, -1.0], [1.4, 0.6, -1.7], [0.5, 0.0, 2.4], [-2.7, -1.0, -0.1], [0.1, -2.1, 1.3], [-1.3, -1.0, -2.0], [0.3, -1.1, -0.2], [-0.7, 0.4, 0.6], [-2.5, 0.1, -0.2], [0.4, -0.6, 2.1], [0.9, 2.5, 0.5], [0.0, 1.2, -0.1], [0.9, 0.4, -0.8], [-1.0, -0.3, 0.5], [-1.0, -2.0, 0.9], [1.3, 2.2, -1.0], [0.2, -1.0, 0.2], [-0.1, -0.2, 0.2], [0.0, -0.1, -0.1], [0.0, 0.0, 0.1], [-0.1, -0.2, 0.0], [0.2, -1.1, -0.5], [0.9, -0.7, 0.6], [-1.0, 0.6, -0.5], [-1.1, 2.1, 0.1], [1.2, -2.3, 0.0], [0.0, 1.0, 0.5], [-0.1, 0.3, 0.0], [0.0, 0.0, 0.1], [0.0, 0.0, -0.1], [-0.4, 0.2, 0.0], [-0.2, -0.2, 1.1], [-1.0, 0.6, 0.2], [0.7, -0.6, -0.1], [1.8, -0.5, -1.9], [-2.0, 0.6, 1.9], [0.2, 0.3, -0.9], [0.2, 0.0, -0.1], [0.0, 0.0, -0.1], [0.1, 0.0, 0.0], [0.1, -0.1, -0.2], [-0.1, -1.0, 0.6], [-1.2, -0.4, -0.1], [1.4, 0.3, -0.2], [1.1, 1.8, -0.7], [-1.5, -1.9, 0.8], [0.0, 1.0, -0.4], [0.1, 0.2, 0.0], [0.0, 0.0, -0.1], [0.1, 0.2, 0.4], [0.1, 0.2, -0.2], [-0.3, -1.2, 0.2], [0.9, -0.9, -0.3], [-0.8, 0.8, 0.5], [-0.6, 2.2, -0.3], [0.8, -2.5, 0.3], [0.3, 1.1, -0.4], [-0.2, 0.2, -0.1], [0.2, 0.3, 0.2], [-0.1, 0.0, 0.0], [-0.1, 0.3, 0.1], [-1.3, 0.2, 0.0], [-0.6, -1.0, 0.2], [0.6, 1.1, 0.0], [2.0, 0.5, -0.2], [-2.4, -0.9, 0.2], [1.0, -0.5, -0.1], [0.2, 0.1, -0.1], [0.1, 0.0, 0.1], [0.0, 0.1, -0.1], [0.3, 0.1, 0.1], [0.3, -0.9, -0.7], [0.8, 0.4, -0.8], [-0.6, -0.5, 0.9], [-1.4, 0.4, 1.5], [1.4, -0.9, -2.1], [-0.4, 0.9, 0.5], [-0.2, 0.0, 0.2], [0.1, 0.0, 0.1], [-0.1, 0.0, 0.0], [-0.1, 0.1, 0.2]]
}